(1)
This record from OMol25 describes a gas-phase ion, C5H13NS (charge +1). The level of theory is ωB97M-V with the def2-TZVPD basis set.

Its energy above the lowest of the compared OMol25 structures with the same formula, charge and spin is 268.9 kJ/mol. The expectation value of S² is 0.753. Its net charge is +1. For the lowest unoccupied orbital energy (alpha / beta), the calculation gives -4.1 / -9.1 eV. As for the HOMO-LUMO gap (alpha / beta): 7.738 / 2.725 eV. Its multiplicity is 2.

Each line ends with the Löwdin charge.
Atoms and positions in Å:
S  -2.524  -1.783  -0.310  1.1317
N  1.173  1.433  -0.672  -0.1215
C  1.751  2.740  -0.315  -0.1627
C  -0.343  -0.212  0.493  -0.1781
C  -0.866  -1.156  -0.760  -0.4020
C  1.137  0.321  0.269  -0.4160
C  2.001  0.362  1.582  -0.0599
H  1.711  1.093  2.357  0.0862
H  1.993  -0.552  2.182  0.0818
H  0.251  1.747  -1.165  0.1447
H  1.953  3.353  -1.239  0.0878
H  -2.506  -2.825  -1.148  -0.0500
H  1.814  -0.448  -0.263  0.1467
H  2.822  2.587  0.005  0.0772
H  -0.227  -0.694  1.513  0.1193
H  -0.971  0.663  0.710  0.1121
H  -0.368  -2.173  -0.793  0.1051
H  1.333  3.479  0.482  0.1027
H  2.971  0.624  1.166  0.0747
H  -0.693  -0.682  -1.753  0.1204

=====

(2)
This record from OMol25 describes 2 unconnected molecules or ions with the total composition C5H13NS2. The level of theory is ωB97M-V with the def2-TZVPD basis set.

Its energy above the lowest of the compared OMol25 structures with the same formula, charge and spin is 102.0 kJ/mol. The expectation value of S² is 0.753. Its net charge is -1. For the lowest unoccupied orbital energy (alpha / beta), the calculation gives 3.3 / 3.3 eV. As for the HOMO-LUMO gap (alpha / beta): 2.749 / 6.542 eV. Its multiplicity is 2.

Each line ends with the Löwdin charge.
Atoms and positions in Å:
S  -1.076  -0.505  -2.425  0.0709
S  0.898  -1.140  -2.760  0.1074
N  -0.151  -0.603  3.151  0.0699
C  0.223  0.535  2.427  -0.5136
C  -0.816  1.610  2.389  -0.0818
C  0.697  -1.426  -4.536  -0.5678
C  1.428  0.639  1.855  0.0016
C  -0.781  0.050  -0.726  -0.5850
H  -0.005  0.816  -0.730  0.0083
H  0.347  -1.433  2.869  0.0798
H  1.620  -1.871  -4.894  0.0008
H  2.104  -0.206  1.831  0.0521
H  -1.144  -0.748  3.218  0.0705
H  -0.473  -0.803  -0.119  0.0083
H  -1.781  1.230  2.044  0.0671
H  1.754  1.560  1.397  0.0503
H  -0.986  2.008  3.395  0.0737
H  -0.118  -2.132  -4.706  0.0068
H  0.508  -0.490  -5.062  0.0102
H  -1.714  0.469  -0.364  -0.0043
H  -0.534  2.439  1.745  0.0749